This record from OMol25 describes a cluster of 2 separate species, C2H5Cl3Si in total in a non-equilibrium geometry. The level of theory is the ωB97M-V functional and the def2-TZVPD basis.

Structure (XYZ):
```
11
Properties=species:S:1:pos:R:3:forces:R:3
C -2.009 0.777 0.468 1.7 0.7 0.9
C -2.888 0.012 -0.388 -0.5 -0.5 -0.8
Si 2.367 -0.516 -0.212 2.2 -0.7 -0.8
Cl 2.959 1.426 -0.153 -0.3 -0.2 0.2
Cl 3.733 -1.646 0.902 -0.7 0.6 -0.5
Cl 2.352 -1.131 -2.170 0.3 0.1 0.1
H -1.058 0.244 0.623 0.3 0.6 -0.3
H -1.822 1.853 0.076 -0.6 -1.6 0.8
H -2.378 0.788 1.521 -0.4 0.6 -0.7
H -2.329 -0.881 -0.764 -0.5 0.3 0.1
H 1.075 -0.925 0.097 -1.5 0.1 1.0
```
Positions in Å, forces in eV/Å.

Lowest unoccupied orbital energy (spin up / spin down): -0.36 / -0.34 eV
Highest occupied orbital energy (spin up / spin down): -8.80 / -8.78 eV
Total charge: 0
Energy relative to the best compared isomer or geometry (same formula, charge and spin): 123.1 kcal per mole
Gap between HOMO and LUMO (spin up / spin down): 8.44 / 8.43 eV
Maximum force: 2.4 eV/Å

---

This record from OMol25 describes the molecule C2H5Cl3Si2 in a non-equilibrium geometry. The level of theory is the ωB97M-V functional and the def2-TZVPD basis.

Structure (XYZ):
```
12
Properties=species:S:1:pos:R:3:forces:R:3
C 0.561 0.433 1.727 -0.4 0.1 -1.6
C -0.092 -0.222 -1.321 2.4 -0.2 0.7
Si -1.651 0.300 -0.600 0.2 0.6 2.1
Si 1.321 -0.247 0.228 -1.7 -0.9 -0.8
Cl -2.971 -0.755 0.528 0.0 -0.6 -0.2
Cl 1.598 -2.349 0.490 0.1 1.3 -0.2
Cl 3.049 0.808 -0.267 -0.5 -0.5 -0.1
H 0.208 1.429 1.614 0.1 1.1 0.0
H 0.334 0.039 2.680 0.0 -0.8 0.7
H -0.087 -1.227 -1.727 0.1 -0.2 -0.2
H 0.193 0.494 -2.111 -0.1 -0.2 0.2
H -2.463 1.297 -1.239 -0.2 0.5 -0.5
```
Positions in Å, forces in eV/Å.

Lowest unoccupied orbital energy (spin up / spin down): -1.29 / -0.66 eV
Highest occupied orbital energy (spin up / spin down): -7.04 / -8.94 eV
Total charge: 0
Energy relative to the best compared isomer or geometry (same formula, charge and spin): 78.5 kcal per mole
Gap between HOMO and LUMO (spin up / spin down): 5.76 / 8.28 eV
Maximum force: 2.5 eV/Å

---

This record from OMol25 describes the molecule C2H5ClIN in a non-equilibrium geometry. The level of theory is the ωB97M-V functional and the def2-TZVPD basis.

Structure (XYZ):
```
10
Properties=species:S:1:pos:R:3:forces:R:3
C 1.266 -0.311 0.482 -0.9 -0.9 -1.6
C 0.018 -0.824 -0.278 1.0 0.4 -2.6
N -2.284 2.055 -0.562 0.9 0.2 -0.4
Cl -0.303 -2.529 0.009 -0.3 -0.1 0.3
I -1.942 0.294 0.179 0.8 -0.6 0.3
H 0.829 0.067 1.371 0.7 0.3 1.4
H 1.676 0.492 -0.137 0.1 0.0 0.4
H 2.005 -1.152 0.547 -0.7 0.9 0.4
H 0.246 -0.750 -1.403 -0.9 0.0 1.6
H -1.512 2.657 -0.210 -0.7 -0.3 0.1
```
Positions in Å, forces in eV/Å.

Lowest unoccupied orbital energy (spin up / spin down): -0.30 / -0.30 eV
Highest occupied orbital energy (spin up / spin down): -8.38 / -8.38 eV
Total charge: 0
Energy relative to the best compared isomer or geometry (same formula, charge and spin): 62.4 kcal per mole
Gap between HOMO and LUMO (spin up / spin down): 8.08 / 8.08 eV
Maximum force: 2.8 eV/Å